DFT (wB97M-V/def2-TZVPD) results for C34H37As2FINOPPt as an isolated structure in a non-equilibrium geometry.

Output
Relative energy (zero: lowest compared OMol25 entry of this formula, charge and spin): 2.349 eV
Total charge: +3
HOMO: -0.5864 hartree

Positions of all 79 atoms, in Å:
1 Pt 0.1972 0.6177 0.2449
2 I 0.4122 1.0776 2.9437
3 C 2.1451 0.1882 3.6998
4 C 1.9905 -0.1389 5.0180
5 C 3.1017 -0.5404 5.7758
6 C 4.3228 -0.5645 5.1790
7 C 4.4856 -0.2489 3.8069
8 C 5.7890 -0.3101 3.2664
9 C 6.0101 -0.0469 1.9497
10 C 4.9176 0.2463 1.1280
11 C 3.6173 0.3273 1.5948
12 P 2.5675 0.4625 0.0890
13 C 2.8360 -1.1427 -0.6957
14 C 2.7464 -1.3482 -2.0729
15 C 2.9555 -2.6062 -2.6149
16 C 3.2350 -3.6809 -1.7822
17 C 3.3059 -3.4922 -0.4086
18 C 3.1105 -2.2341 0.1342
19 C 3.2861 1.8332 -0.8259
20 C 4.0677 1.6765 -1.9709
21 C 4.6908 2.7805 -2.5334
22 C 4.5609 4.0326 -1.9473
23 C 3.8188 4.1834 -0.7813
24 C 3.1850 3.0866 -0.2220
25 C 3.3693 0.1177 2.9883
26 H 1.0229 -0.0683 5.4986
27 H 2.9763 -0.7959 6.8184
28 H 5.2040 -0.8355 5.7461
29 H 6.6084 -0.5718 3.9238
30 H 7.0034 -0.0876 1.5257
31 H 5.1294 0.3862 0.0753
32 H 2.5544 -0.5298 -2.7363
33 H 2.9188 -2.7458 -3.6874
34 H 3.4054 -4.6622 -2.2052
35 H 3.5215 -4.3274 0.2439
36 H 3.1752 -2.1063 1.2061
37 H 4.2265 0.7006 -2.4111
38 H 5.3003 2.6568 -3.4187
39 H 5.0619 4.8872 -2.3825
40 H 3.7564 5.1514 -0.3008
41 H 2.6527 3.1929 0.7188
42 C -0.6933 -1.1278 -2.8414
43 As -0.3393 0.6152 -2.1145
44 C 0.7932 1.6034 -3.3308
45 C -1.9389 1.6620 -2.1919
46 C -2.8972 1.4599 -3.1742
47 C -3.9678 2.3427 -3.2673
48 C -4.0652 3.4198 -2.3973
49 C -3.1044 3.6187 -1.4114
50 C -2.0421 2.7328 -1.3072
51 As -0.7061 2.9039 0.0739
52 C 0.2738 4.5076 -0.3451
53 C -1.6656 3.3718 1.6811
54 H -1.5575 -1.5554 -2.3375
55 H 0.1769 -1.7690 -2.7017
56 H -0.9002 -1.0096 -3.9046
57 H 0.1632 1.8388 -4.1892
58 H 1.6480 1.0360 -3.6651
59 H 1.1332 2.5273 -2.8627
60 H -2.8261 0.6326 -3.8694
61 H -4.7236 2.1906 -4.0261
62 H -4.8963 4.1073 -2.4798
63 H -3.2080 4.4620 -0.7391
64 H -0.4939 5.2663 -0.5091
65 H 0.8631 4.3852 -1.2500
66 H 0.9087 4.8086 0.4839
67 H -2.4394 4.0777 1.3813
68 H -0.9959 3.8609 2.3858
69 H -2.1381 2.4965 2.1218
70 C -4.0845 -0.4627 1.0501
71 C -2.5996 -0.6183 0.9566
72 N -2.0411 -1.7343 1.3586
73 O -1.9278 0.3550 0.4786
74 H -4.4153 -0.6167 2.0780
75 H -4.5742 -1.2153 0.4298
76 H -4.3799 0.5257 0.7134
77 H -2.6139 -2.4830 1.7168
78 H -1.0300 -1.8532 1.2893
79 F 0.5776 -1.2966 0.7249


DFT (wB97M-V/def2-TZVPD) results for C13H11BN5O5Pt as an isolated structure.

Output
Spin multiplicity: 3
<S²>: 2.0052
Total charge: -1
HOMO (alpha / beta): -0.1886 / -0.2083 hartree

Positions of all 36 atoms, in Å:
1 Pt -0.1423 0.4187 -0.3560
2 O -2.9744 1.2029 5.1501
3 C -2.3517 1.0181 3.9602
4 C -1.5077 -0.0660 3.7378
5 C -0.9025 -0.2011 2.5071
6 N -1.1179 0.6895 1.5398
7 C -1.9234 1.7347 1.7343
8 C -2.5636 1.9366 2.9379
9 C -2.0870 2.6882 0.5376
10 O -2.8260 3.6572 0.6991
11 O -1.4327 2.3671 -0.5014
12 C 0.0428 -1.3764 2.1931
13 O 0.2237 -2.1841 3.1053
14 O 0.5334 -1.3844 1.0260
15 H -2.7216 0.4855 5.7386
16 H -1.3023 -0.8153 4.4935
17 H -3.2096 2.7942 3.0617
18 B 1.8603 -0.7560 -3.2153
19 N 0.5075 -1.4087 -2.8239
20 C 0.0164 -2.5352 -3.3536
21 C -1.3059 -2.6737 -2.9638
22 C -1.5471 -1.5550 -2.1702
23 N -0.4474 -0.8001 -2.1128
24 N 2.4948 -0.0311 -1.9981
25 C 3.8087 0.0941 -1.7774
26 C 4.0059 1.0091 -0.7562
27 C 2.7195 1.4032 -0.3971
28 N 1.8269 0.7767 -1.1677
29 H 2.6111 -1.6291 -3.5653
30 H 1.6531 0.0625 -4.0820
31 H 0.6246 -3.1616 -3.9836
32 H -1.9823 -3.4728 -3.2129
33 H -2.4385 -1.2528 -1.6469
34 H 4.5230 -0.4586 -2.3632
35 H 4.9429 1.3289 -0.3343
36 H 2.3894 2.0948 0.3596


DFT (wB97M-V/def2-TZVPD) results for a 2-piece molecular cluster, C5H12O overall.

Output
Relative energy (zero: lowest compared OMol25 entry of this formula, charge and spin): 3.966 eV
Total charge: 0
HOMO (alpha / beta): -0.2758 / -0.2752 hartree

Positions of all 18 atoms, in Å:
1 C 1.5085 2.2593 0.3619
2 C 1.0235 0.8122 0.4039
3 C -0.4254 0.7029 0.8719
4 C -1.4603 -1.3926 -1.5580
5 O -1.5600 -2.2424 -0.5879
6 C -0.6347 -2.7206 0.1857
7 H 0.8895 2.8576 -0.3173
8 H 2.5478 2.3337 0.0241
9 H 1.4449 2.7181 1.3560
10 H 1.6709 0.2260 1.0695
11 H 1.1247 0.3640 -0.5947
12 H -0.5388 1.1366 1.8726
13 H -1.0963 1.2467 0.1972
14 H -2.3873 -1.1346 -2.0443
15 H -0.4819 -1.0196 -1.8413
16 H -0.9696 -3.4442 0.9115
17 H -0.7522 -0.3436 0.9279
18 H 0.4010 -2.4561 -0.0001


DFT (wB97M-V/def2-TZVPD) results for C23H72Cs2N18O11 as an isolated structure in a non-equilibrium geometry.

Output
Total charge: +2
HOMO: -0.4752 hartree

Positions of all 126 atoms, in Å:
1 Cs -30.9842 -9.9703 23.2248
2 Cs -32.0104 -12.8553 26.5412
3 C -32.6380 -13.0114 32.1425
4 C -32.8408 -12.3648 30.7472
5 C -32.1339 -10.9542 30.5387
6 O -32.5938 -10.0299 31.5229
7 C -31.5747 -9.0797 31.7370
8 N -32.3618 -13.2723 29.7593
9 H -32.8598 -14.0778 32.1008
10 H -33.2699 -12.5419 32.8963
11 H -31.6144 -12.9313 32.5085
12 H -33.8841 -12.1015 30.5733
13 H -32.4082 -10.5187 29.5778
14 H -31.0569 -11.1178 30.5022
15 H -31.8686 -8.4782 32.5971
16 H -31.7421 -8.3643 30.9318
17 H -30.5735 -9.4443 31.9668
18 H -32.8582 -14.1490 29.8300
19 H -31.5617 -13.6994 30.2038
20 C -35.6001 -11.8406 28.0318
21 C -36.2074 -11.7156 26.6941
22 C -37.1575 -10.5062 26.5550
23 O -37.8084 -10.4787 25.3674
24 C -38.8721 -9.6090 25.4356
25 N -35.1658 -11.7200 25.7133
26 H -35.3290 -12.8526 28.3328
27 H -36.3460 -11.5400 28.7676
28 H -34.6738 -11.3033 28.2349
29 H -36.9352 -12.5081 26.5201
30 H -36.5548 -9.6341 26.8088
31 H -37.9533 -10.5385 27.2992
32 H -39.4915 -9.4002 24.5634
33 H -38.4223 -8.6211 25.5348
34 H -39.5545 -9.9516 26.2134
35 H -35.6311 -11.5585 24.8315
36 H -34.6341 -10.8947 25.9502
37 C -28.3020 -16.1124 29.1456
38 C -29.7029 -15.7880 29.6082
39 C -30.4102 -16.7744 30.5433
40 O -31.5652 -16.2715 31.1193
41 C -32.2210 -17.2081 31.9139
42 N -29.6528 -14.5318 30.1514
43 H -28.2997 -17.1403 28.7830
44 H -27.4703 -16.0897 29.8498
45 H -28.0486 -15.5850 28.2260
46 H -30.3046 -15.7664 28.6995
47 H -29.6838 -17.0289 31.3150
48 H -30.6854 -17.6687 29.9842
49 H -32.7070 -17.8960 31.2220
50 H -33.0580 -16.7066 32.3997
51 H -31.6097 -17.8387 32.5594
52 H -29.5024 -14.6843 31.1384
53 H -28.8264 -14.0893 29.7752
54 C -27.2245 -9.7824 23.9123
55 C -27.7540 -8.7885 25.0072
56 C -28.2622 -7.5092 24.3114
57 O -27.2724 -6.4822 24.1950
58 C -26.0513 -6.6982 23.4365
59 N -28.9708 -9.5086 25.6180
60 H -27.0698 -10.7318 24.4251
61 H -26.2521 -9.4890 23.5167
62 H -27.8917 -9.9062 23.0594
63 H -27.0738 -8.6356 25.8451
64 H -28.9017 -6.9900 25.0254
65 H -28.8674 -7.6578 23.4171
66 H -26.3783 -7.1817 22.5159
67 H -25.4296 -7.4200 23.9662
68 H -25.5717 -5.7225 23.3584
69 H -28.7630 -10.4946 25.6875
70 H -29.1511 -9.1145 26.5303
71 C -35.2253 -15.3698 24.2682
72 O -35.4403 -16.5082 24.6899
73 N -34.5332 -14.4656 24.8830
74 N -35.4955 -14.8725 23.0600
75 H -34.1972 -14.7871 25.7796
76 H -34.9493 -13.5461 24.8452
77 H -35.6850 -15.5860 22.3707
78 H -35.4442 -13.9149 22.7432
79 C -32.1557 -13.2534 22.5166
80 O -32.5841 -12.5693 23.4258
81 N -32.4380 -13.0144 21.2840
82 N -31.3071 -14.2276 22.6633
83 H -33.0246 -12.2178 21.0803
84 H -32.1276 -13.6652 20.5767
85 H -31.0733 -14.4711 23.6152
86 H -30.9130 -14.7762 21.9124
87 C -30.4202 -16.3103 25.5857
88 O -30.6999 -15.1997 25.2637
89 N -29.2569 -16.8931 25.5174
90 N -31.3312 -17.1620 25.9940
91 H -28.4643 -16.2671 25.5212
92 H -29.1844 -17.8245 25.9013
93 H -31.1328 -18.1520 26.0169
94 H -32.2918 -16.8642 25.9013
95 C -34.4932 -16.1725 28.1783
96 O -33.7956 -15.3877 27.5861
97 N -34.2997 -16.5355 29.4125
98 N -35.5967 -16.6758 27.7091
99 H -34.9090 -17.1622 29.9186
100 H -33.4777 -16.1620 29.8652
101 H -36.4033 -16.8353 28.2957
102 H -35.7250 -16.1304 26.8688
103 C -32.8196 -8.9674 27.1094
104 O -32.2072 -9.8120 26.4262
105 N -32.1764 -8.2439 27.9879
106 N -34.0094 -8.5310 26.8587
107 H -31.1691 -8.3107 27.9561
108 H -32.6604 -7.4291 28.3371
109 H -34.6748 -8.5000 27.6179
110 H -34.3883 -8.7188 25.9415
111 C -27.7640 -12.0735 26.9730
112 O -28.6295 -12.5583 26.3523
113 N -26.5412 -12.4735 26.9287
114 N -27.8321 -11.1070 27.8649
115 H -25.8700 -12.0271 27.5372
116 H -26.1274 -13.3030 26.5277
117 H -28.7317 -10.9223 28.2853
118 H -26.9657 -10.6585 28.1263
119 C -27.6782 -13.4078 23.2663
120 O -28.6276 -12.7129 22.8700
121 N -26.4589 -13.4012 22.8854
122 N -27.7725 -14.2187 24.2333
123 H -25.8064 -13.7695 23.5627
124 H -26.1776 -12.5855 22.3604
125 H -28.5711 -14.2957 24.8469
126 H -26.9215 -14.7448 24.3714


DFT (wB97M-V/def2-TZVPD) results for C24H57AsGeNPdSi5 as an isolated structure in a non-equilibrium geometry.

Output
Relative energy (zero: lowest compared OMol25 entry of this formula, charge and spin): 0.856 eV
Total charge: -1
HOMO (alpha / beta): -0.1460 / -0.1460 hartree

Positions of all 90 atoms, in Å:
1 Pd 0.2183 -0.0199 -0.0535
2 C 0.9813 -3.4521 -1.8822
3 Si 2.0549 -2.7460 -0.5186
4 C 3.7395 -3.5586 -0.7887
5 C 1.4400 -3.4805 1.0888
6 C 2.2186 -0.9318 -0.4571
7 Si 2.5692 0.0587 -1.9557
8 C 1.9465 -0.6886 -3.5441
9 C 4.4419 0.1566 -2.1596
10 C 2.0226 1.8427 -2.0124
11 Si 2.7255 -0.2961 1.1834
12 C 3.0433 1.5359 1.2747
13 C 4.3570 -1.0742 1.7207
14 C 1.6112 -0.5878 2.7251
15 C 2.2043 -0.7197 3.9883
16 C 1.4151 -0.8635 5.1169
17 C 0.0391 -0.8675 4.9727
18 C -0.4850 -0.7231 3.6971
19 N 0.2627 -0.5872 2.6037
20 H 0.1343 -3.9953 -1.4505
21 H 1.5775 -4.1534 -2.4779
22 H 0.5583 -2.7015 -2.5454
23 H 3.6617 -4.6560 -0.8243
24 H 4.4429 -3.2904 0.0074
25 H 4.1714 -3.2214 -1.7418
26 H 1.1753 -4.5349 0.9361
27 H 0.5543 -2.9510 1.4498
28 H 2.2021 -3.4320 1.8776
29 H 2.3146 -1.7082 -3.7017
30 H 2.2984 -0.0662 -4.3771
31 H 0.8519 -0.7161 -3.5707
32 H 4.8744 -0.8523 -2.1296
33 H 4.8870 0.7306 -1.3346
34 H 4.7432 0.6371 -3.1025
35 H 0.9378 1.9331 -1.9478
36 H 2.3544 2.2730 -2.9685
37 H 2.4499 2.4447 -1.2030
38 H 3.7634 1.8563 0.5122
39 H 3.4530 1.7644 2.2653
40 H 2.1243 2.1151 1.1384
41 H 5.0273 -1.0938 0.8543
42 H 4.2226 -2.1072 2.0658
43 H 4.8506 -0.5077 2.5227
44 H 3.2843 -0.7185 4.0773
45 H 1.8673 -0.9717 6.0963
46 H -0.6213 -0.9786 5.8236
47 H -1.5582 -0.7088 3.5460
48 C 0.7464 4.3830 1.3355
49 Ge -0.6227 3.5817 0.2032
50 C -0.2960 4.3357 -1.5624
51 C -2.2991 4.3804 0.7982
52 C -0.8567 1.6904 0.4896
53 H 0.5455 5.4573 1.4008
54 H 1.7477 4.2383 0.9246
55 H 0.7264 3.9613 2.3448
56 H -0.6031 5.3863 -1.5263
57 H -0.8523 3.8382 -2.3541
58 H 0.7652 4.2833 -1.8148
59 H -2.2264 5.4715 0.7313
60 H -2.5179 4.1022 1.8339
61 H -3.1295 4.0424 0.1705
62 H -0.8838 1.5548 1.5755
63 H -1.8803 1.4983 0.1617
64 C -2.1820 1.6214 -3.1525
65 Si -3.1683 0.4143 -2.1330
66 C -4.2286 -0.5551 -3.3297
67 C -4.3647 1.3956 -1.0891
68 As -1.7010 -1.0934 -1.1130
69 Si -3.1217 -1.6959 0.6288
70 C -2.4042 -3.1242 1.5882
71 C -4.7109 -2.3462 -0.1261
72 C -3.6102 -0.3675 1.8575
73 H -2.6009 1.6836 -4.1635
74 H -1.1288 1.3378 -3.2313
75 H -2.2265 2.6136 -2.7001
76 H -5.0026 0.1039 -3.7456
77 H -4.7203 -1.4089 -2.8543
78 H -3.6193 -0.9408 -4.1550
79 H -4.7859 2.1901 -1.7184
80 H -3.9057 1.8567 -0.2123
81 H -5.1878 0.7614 -0.7419
82 H -1.9538 -3.8668 0.9200
83 H -3.2230 -3.6023 2.1412
84 H -1.6318 -2.8199 2.2972
85 H -4.5170 -2.9783 -0.9988
86 H -5.3699 -1.5310 -0.4446
87 H -5.2438 -2.9460 0.6224
88 H -2.9031 0.4684 1.8776
89 H -3.6651 -0.7986 2.8640
90 H -4.5950 0.0364 1.6035